{
  "formula": "C31H55IN2O6",
  "method": "wB97M-V/def2-TZVPD",
  "symbols": ["C", "C", "C", "C", "C", "C", "C", "C", "C", "C", "C", "C", "O", "C", "C", "O", "C", "C", "N", "C", "C", "C", "C", "N", "C", "O", "O", "I", "C", "C", "H", "H", "H", "H", "H", "H", "H", "H", "H", "H", "H", "H", "H", "H", "H", "H", "H", "H", "H", "H", "H", "H", "H", "H", "H", "H", "H", "H", "H", "H", "H", "H", "H", "H", "H", "H", "H", "H", "H", "C", "C", "C", "O", "C", "H", "H", "H", "H", "H", "H", "H", "H", "C", "C", "C", "O", "C", "H", "H", "H", "H", "H", "H", "H", "H"],
  "positions_angstrom": [[-7.15005, 4.77845, -0.46232], [-5.64363, 4.67622, -0.11011], [-5.02683, 6.04227, -0.61420], [-5.42511, 4.64818, 1.41558], [-4.89943, 3.57007, -0.89605], [-5.01167, 2.11407, -0.36645], [-4.01488, 1.79740, 0.80555], [-6.43778, 1.66756, -0.01523], [-4.53841, 1.18830, -1.53873], [-4.99845, -0.09920, -1.72557], [-4.52699, -0.89128, -2.74295], [-3.58107, -0.45694, -3.62576], [-3.09671, -1.27500, -4.62781], [-1.79742, -1.79033, -4.23862], [-1.73214, -3.32404, -4.35660], [-1.40277, -4.00039, -3.15799], [-0.13679, -3.61013, -2.64714], [0.49842, -4.73904, -1.83112], [1.26730, -4.11823, -0.72151], [2.52579, -3.47612, -1.23449], [2.68710, -2.00709, -0.76543], [3.84022, -1.79414, 0.22042], [5.20566, -1.45976, -0.43307], [5.09700, -0.75991, -1.72530], [1.69234, -5.16356, 0.12725], [1.62287, -6.34961, -0.10587], [2.27980, -4.71699, 1.30959], [0.96700, -4.84705, 2.81682], [-3.11438, 0.82585, -3.45460], [-3.58167, 1.62116, -2.44292], [-7.72230, 4.03550, 0.09999], [-7.32866, 4.73324, -1.53790], [-7.47861, 5.74837, -0.06494], [-5.65798, 6.38134, -1.44499], [-4.04952, 5.86139, -1.07445], [-4.98076, 6.79732, 0.17064], [-4.35960, 4.50282, 1.62657], [-6.04038, 3.92103, 1.95129], [-5.66157, 5.64591, 1.80370], [-5.22288, 3.60637, -1.94367], [-3.82994, 3.80890, -0.90289], [-4.61349, 1.77246, 1.72457], [-3.23003, 2.55144, 0.87391], [-3.62510, 0.78949, 0.65501], [-7.08853, 1.78867, -0.88817], [-6.49340, 0.62066, 0.29099], [-6.81570, 2.25181, 0.82840], [-5.73681, -0.54488, -1.06948], [-4.87794, -1.91433, -2.86663], [-1.08140, -1.37357, -4.96109], [-1.53729, -1.42438, -3.24504], [-2.73576, -3.66475, -4.63527], [-1.06354, -3.64515, -5.17016], [0.51969, -3.24503, -3.45357], [-0.28759, -2.74653, -1.97906], [1.14827, -5.35785, -2.45812], [-0.29986, -5.31727, -1.36416], [2.53036, -3.50203, -2.32737], [3.38818, -4.05331, -0.87782], [1.76190, -1.76423, -0.22712], [2.72014, -1.33516, -1.62527], [3.59182, -0.99056, 0.92391], [3.98747, -2.69090, 0.83461], [5.83975, -2.34779, -0.52818], [5.75219, -0.79880, 0.26204], [4.98517, 0.23719, -1.55736], [6.00681, -0.81602, -2.17389], [-2.35232, 1.21503, -4.12666], [-3.12677, 2.60272, -2.37748], [3.50622, -3.11166, 7.30203], [2.96318, -4.28161, 8.11297], [1.46117, -4.05863, 8.01454], [1.22329, -3.42650, 6.75251], [2.46974, -2.99556, 6.19554], [4.51544, -3.26883, 6.92381], [3.50783, -2.20463, 7.91173], [3.23417, -5.22462, 7.63192], [3.32202, -4.30907, 9.14102], [1.10630, -3.38718, 8.80376], [0.89235, -4.98773, 8.06863], [2.71113, -3.65533, 5.35595], [2.36767, -1.97725, 5.81824], [7.15527, 4.18057, -0.32842], [7.50004, 4.36914, -1.79973], [7.22463, 2.98406, -2.36424], [6.17209, 2.42094, -1.57243], [5.97206, 3.22853, -0.40602], [6.91946, 5.10822, 0.19102], [7.98914, 3.70142, 0.19039], [6.82259, 5.09895, -2.24955], [8.52222, 4.70225, -1.97330], [8.10262, 2.33570, -2.27350], [6.91858, 3.00846, -3.41064], [5.03058, 3.77435, -0.52833], [5.88889, 2.58614, 0.47184]],
  "atomic_forces_ev_per_a": [[0.4, 0.0, 1.3], [0.4, 1.2, -0.5], [-0.3, -1.0, -0.8], [0.1, 0.3, -0.3], [-0.5, -0.3, 0.9], [0.7, -1.3, -1.2], [-1.4, 0.1, -0.1], [0.0, 0.5, 0.2], [-0.2, 0.8, 0.4], [-0.5, -0.2, 0.5], [-0.4, -1.5, -0.3], [0.0, 0.4, -0.3], [0.4, -0.2, 0.8], [0.3, 0.0, -1.2], [-0.7, -0.1, 0.0], [0.4, -0.1, -0.2], [-0.2, 0.5, 0.3], [-0.3, 1.0, 0.0], [0.9, -1.6, -0.4], [0.3, 1.1, 0.3], [-0.7, -0.4, 0.6], [0.5, 0.2, -0.3], [0.2, 0.7, 0.4], [0.3, -0.2, 0.0], [0.0, -1.0, 0.2], [-0.2, 1.2, 0.3], [-0.5, 0.1, -0.3], [0.3, 0.1, -0.2], [0.8, 0.2, -0.9], [0.4, 0.6, 0.2], [-0.1, -0.1, -0.5], [-0.1, -0.1, 0.1], [-0.1, -0.1, -0.3], [0.1, 0.3, 0.2], [0.1, 0.3, 0.4], [0.0, 0.0, -0.2], [-0.2, -0.2, 0.1], [0.2, -0.1, -0.1], [-0.2, -0.2, 0.1], [-0.1, 0.0, 0.2], [-0.2, 0.1, 0.1], [0.4, 0.2, 0.1], [0.1, -0.3, 0.1], [0.3, 0.2, 0.1], [0.0, 0.1, 0.2], [0.2, 0.1, 0.0], [-0.1, -0.1, -0.2], [0.1, 0.1, 0.0], [-0.1, 0.2, 0.1], [0.0, 0.1, 0.3], [0.0, -0.2, 0.0], [0.1, 0.0, 0.1], [0.1, 0.2, 0.2], [-0.1, -0.3, 0.0], [0.1, -0.2, 0.0], [-0.3, -0.2, 0.2], [0.1, -0.1, -0.3], [-0.1, -0.3, 0.2], [0.0, 0.1, -0.3], [0.1, -0.1, -0.1], [0.3, 0.0, 0.2], [-0.1, 0.0, -0.2], [-0.2, 0.1, 0.0], [-0.3, 0.0, -0.3], [-0.1, -0.4, 0.1], [-0.1, -0.1, 0.0], [-0.1, 0.0, -0.1], [-0.1, -0.1, 0.0], [-0.2, 0.0, 0.1], [0.0, 0.2, 0.1], [0.1, -0.2, -0.1], [-0.1, 0.1, 0.1], [0.1, 0.0, 0.0], [0.0, -0.1, -0.2], [0.0, 0.0, 0.0], [0.0, 0.0, 0.0], [0.0, 0.0, 0.0], [0.0, 0.0, 0.0], [0.0, -0.1, 0.1], [0.0, 0.0, -0.1], [0.1, 0.1, 0.0], [-0.1, 0.0, 0.0], [0.2, -0.1, 0.1], [-0.1, 0.1, -0.1], [0.1, -0.2, 0.0], [0.1, 0.1, 0.1], [-0.2, 0.1, -0.1], [0.0, 0.0, 0.0], [0.0, 0.0, 0.0], [0.0, 0.0, 0.0], [0.0, 0.0, 0.0], [0.0, 0.0, -0.1], [-0.1, -0.1, 0.0], [0.0, 0.0, 0.1], [0.0, -0.1, -0.1]],
  "homo_energy_ev": -8.708,
  "lumo_ev": -1.0,
  "fmax_ev_per_a": 1.9,
  "spin_multiplicity": 1
}

{
  "formula": "C15H22IrN3O5S2",
  "method": "wB97M-V/def2-TZVPD",
  "symbols": ["Ir", "C", "O", "C", "C", "O", "C", "C", "O", "C", "H", "H", "H", "H", "H", "H", "H", "H", "H", "H", "H", "H", "H", "H", "N", "C", "C", "C", "C", "C", "C", "S", "O", "O", "N", "C", "S", "C", "C", "N", "H", "H", "H", "H", "H", "H", "H", "H"],
  "positions_angstrom": [[0.44201, 0.60613, 0.59628], [0.02822, 2.45860, -2.24778], [-0.44258, 2.15017, -0.93790], [-1.84277, 1.97033, -0.81817], [-2.28243, 0.54579, -1.19321], [-1.46057, -0.37925, -0.47961], [-1.14497, -1.58172, -1.17923], [0.15316, -2.15270, -0.62030], [1.15083, -1.14853, -0.81102], [2.48231, -1.64602, -0.76528], [-0.63073, 3.20090, -2.70400], [0.08239, 1.57534, -2.88919], [1.02489, 2.88041, -2.12765], [-2.38138, 2.70389, -1.42961], [-2.06725, 2.14190, 0.23936], [-2.19450, 0.38474, -2.27341], [-3.32777, 0.40009, -0.89861], [-0.99636, -1.35805, -2.24126], [-1.95842, -2.30738, -1.07220], [0.41955, -3.06239, -1.17287], [0.05356, -2.39594, 0.44451], [2.59518, -2.47949, -1.46851], [2.73693, -1.99759, 0.23775], [3.14263, -0.83068, -1.06186], [-2.35384, 5.52410, 6.23329], [-1.39486, 5.00812, 5.45796], [-0.22660, 4.45619, 6.04026], [0.76493, 3.93668, 5.24330], [0.61850, 3.96270, 3.86043], [-0.52232, 4.48487, 3.25999], [-1.52214, 5.00666, 4.04599], [1.91411, 3.24896, 2.86713], [2.13840, 3.97689, 1.67297], [2.97885, 2.82587, 3.72046], [1.15635, 1.80363, 2.37120], [1.19062, 0.75906, 3.15853], [1.69933, 0.66486, 4.82884], [1.24890, -0.98309, 4.81851], [0.78408, -1.37940, 3.58414], [0.74997, -0.40893, 2.66319], [-2.25900, 5.53692, 7.23921], [-3.18128, 5.93715, 5.83233], [-0.11842, 4.46724, 7.11355], [1.67891, 3.54816, 5.66678], [-0.58202, 4.50440, 2.18334], [-2.40344, 5.43734, 3.59672], [1.35791, -1.60014, 5.68889], [0.46215, -2.37648, 3.34461]],
  "atomic_forces_ev_per_a": [[-0.1, -0.1, -0.7], [0.4, 0.1, -0.5], [0.1, -0.3, 0.7], [-0.7, -0.5, 0.2], [-0.2, 0.7, -0.2], [0.7, 0.3, 0.4], [0.3, -0.7, -0.2], [-0.7, 0.0, -0.3], [-0.6, 0.6, 0.3], [0.8, -0.2, 0.0], [0.1, 0.0, 0.1], [-0.1, 0.0, 0.1], [-0.1, 0.0, -0.1], [0.1, -0.1, 0.1], [-0.1, 0.1, -0.1], [0.1, -0.1, 0.2], [0.1, 0.0, -0.1], [-0.1, 0.0, 0.1], [0.1, 0.1, 0.0], [0.0, 0.2, 0.1], [0.1, 0.0, -0.1], [-0.1, 0.2, 0.1], [0.0, 0.1, 0.0], [-0.1, -0.1, 0.1], [-0.4, 0.2, 0.3], [0.4, -0.2, -0.3], [-0.1, 0.0, -0.3], [-0.1, 0.1, 0.2], [1.1, -0.7, -0.7], [-0.2, 0.2, 0.1], [0.2, -0.1, 0.1], [-1.0, 1.3, 1.0], [-0.1, -0.1, -0.4], [0.2, -0.1, 0.1], [0.0, -0.8, -0.5], [0.4, 0.6, 0.9], [-0.1, -0.7, 0.0], [0.3, 0.8, 0.3], [-0.2, 0.0, -0.7], [-0.3, -0.5, -0.2], [-0.1, 0.0, -0.3], [0.1, 0.0, 0.1], [0.1, 0.0, 0.1], [0.0, 0.0, 0.1], [-0.1, 0.1, -0.2], [-0.1, 0.0, -0.1], [0.0, -0.1, 0.2], [0.0, -0.2, -0.1]],
  "homo_energy_ev": [-13.470, -13.195],
  "s2": 6.02,
  "total_charge": 2,
  "lumo_ev": [-5.7, -9.4],
  "fmax_ev_per_a": 2.0,
  "spin_multiplicity": 5
}

{
  "formula": "C30H23Cl3NOP2Pt",
  "method": "wB97M-V/def2-TZVPD",
  "symbols": ["Pt", "Cl", "C", "C", "C", "Cl", "C", "O", "C", "Cl", "C", "H", "H", "N", "P", "C", "C", "C", "C", "C", "C", "C", "C", "C", "C", "C", "C", "P", "C", "C", "C", "C", "C", "C", "C", "C", "C", "C", "C", "C", "H", "H", "H", "H", "H", "H", "H", "H", "H", "H", "H", "H", "H", "H", "H", "H", "H", "H", "H", "H", "H"],
  "positions_angstrom": [[0.01576, 0.34136, 0.55936], [2.52002, -4.73637, -3.88098], [2.18395, -3.29484, -2.98456], [1.03333, -3.20932, -2.23300], [0.79226, -2.04051, -1.53091], [-0.65413, -1.93066, -0.54618], [1.64300, -0.93705, -1.53517], [1.42532, 0.18699, -0.85943], [2.80731, -1.08286, -2.30243], [3.92385, 0.23280, -2.33298], [3.07484, -2.23126, -3.01796], [0.33436, -4.03357, -2.19421], [3.97998, -2.29891, -3.60580], [-2.50285, 1.41723, 1.52605], [-1.41911, 0.37054, 2.28127], [-1.06267, 1.06527, 3.89260], [0.24138, 1.34228, 4.28939], [0.47297, 1.89449, 5.54236], [-0.59378, 2.17215, 6.38352], [-1.89870, 1.89336, 5.98660], [-2.13755, 1.33507, 4.74338], [-2.31139, -1.15525, 2.57710], [-1.99773, -1.94322, 3.68492], [-2.63437, -3.16206, 3.86323], [-3.57241, -3.59602, 2.93536], [-3.87249, -2.81890, 1.82257], [-3.23827, -1.60225, 1.63544], [-1.63318, 2.04697, 0.20712], [-2.10590, 3.78380, 0.16601], [-3.35975, 4.19006, 0.61775], [-3.73925, 5.51408, 0.46562], [-2.87462, 6.42708, -0.12544], [-1.61970, 6.02385, -0.55803], [-1.23023, 4.70130, -0.41015], [-2.38475, 1.32400, -1.27462], [-1.56135, 0.97498, -2.34298], [-2.10772, 0.38659, -3.47455], [-3.47139, 0.13583, -3.53259], [-4.29593, 0.49204, -2.47016], [-3.75713, 1.09480, -1.34484], [-3.17058, 1.95933, 2.05993], [1.06836, 1.12917, 3.62230], [1.48438, 2.11022, 5.86019], [-0.41133, 2.60701, 7.35741], [-2.72671, 2.10422, 6.65016], [-3.15163, 1.09256, 4.44276], [-1.26776, -1.60089, 4.40870], [-2.40022, -3.77402, 4.72385], [-4.07168, -4.54509, 3.07968], [-4.59711, -3.16854, 1.09885], [-3.46959, -0.99231, 0.76818], [-4.05626, 3.49250, 1.06681], [-4.71626, 5.83008, 0.80616], [-3.18114, 7.45794, -0.24530], [-0.94363, 6.73788, -1.00891], [-0.24997, 4.38322, -0.74566], [-0.49291, 1.15793, -2.28895], [-1.46947, 0.11570, -4.30531], [-3.89568, -0.33693, -4.40876], [-5.35987, 0.30091, -2.52228], [-4.40473, 1.37683, -0.52128]],
  "atomic_forces_ev_per_a": [[-0.9, 0.9, 0.3], [0.0, 0.0, 0.0], [0.0, 0.1, 0.0], [-0.2, -0.1, 0.1], [0.0, -0.1, -0.1], [0.2, -0.2, 0.2], [-0.2, 0.3, 0.1], [0.2, 0.0, -0.1], [0.1, 0.1, -0.2], [0.0, 0.0, 0.0], [0.1, 0.0, -0.1], [0.0, 0.0, 0.0], [0.0, 0.0, 0.0], [-0.3, 0.5, 0.2], [-0.1, 0.0, -0.4], [0.3, 0.0, -0.1], [0.0, 0.0, 0.0], [0.0, 0.0, 0.0], [0.0, 0.0, 0.0], [0.0, 0.0, 0.0], [0.1, 0.0, 0.0], [0.2, -0.1, 0.1], [-0.1, 0.0, 0.0], [0.0, 0.0, 0.0], [0.0, 0.0, 0.0], [0.0, -0.1, 0.0], [0.0, 0.1, 0.0], [-0.2, -1.7, 0.1], [0.9, 0.2, 0.0], [0.0, 0.0, 0.0], [0.0, 0.0, 0.0], [0.0, 0.0, 0.0], [0.0, 0.0, 0.0], [-0.1, 0.0, 0.0], [0.1, 0.1, -0.1], [0.0, 0.1, 0.0], [-0.1, 0.0, 0.0], [0.0, 0.0, 0.0], [0.0, 0.0, 0.0], [0.0, 0.0, 0.0], [-0.1, -0.1, -0.1], [0.0, 0.0, 0.0], [0.0, 0.0, 0.0], [0.0, 0.0, 0.0], [0.0, 0.0, 0.0], [0.0, 0.0, 0.0], [0.0, 0.0, 0.0], [0.0, 0.0, 0.0], [0.0, 0.0, 0.0], [0.0, 0.0, 0.0], [0.0, 0.0, 0.0], [0.0, 0.0, 0.0], [0.0, 0.0, 0.0], [0.0, 0.0, 0.0], [0.0, 0.0, 0.0], [0.0, 0.0, 0.0], [0.0, -0.1, 0.0], [0.0, 0.0, 0.0], [0.0, 0.0, 0.0], [0.0, 0.0, 0.0], [0.0, 0.0, 0.0]],
  "homo_energy_ev": -10.507,
  "total_charge": 1,
  "lumo_ev": -4.6,
  "fmax_ev_per_a": 1.7,
  "spin_multiplicity": 1
}